Entry 1:
{"formula": "C21H44ClNO11P2S", "method": "ωB97M-V/def2-TZVPD", "species": ["C", "C", "N", "P", "C", "C", "C", "C", "S", "O", "O", "Cl", "C", "C", "C", "O", "C", "C", "O", "C", "C", "P", "O", "O", "O", "H", "H", "H", "H", "H", "H", "H", "H", "H", "H", "H", "H", "H", "H", "H", "H", "H", "H", "H", "H", "H", "H", "H", "H", "H", "H", "H", "H", "H", "H", "H", "H", "O", "C", "C", "C", "C", "O", "H", "H", "H", "H", "H", "H", "O", "C", "C", "C", "C", "O", "H", "H", "H", "H", "H", "H"], "xyz": [[1.56367, -1.98817, -1.19877], [1.45186, -0.75110, -0.29318], [0.15695, -0.64160, 0.39733], [-0.75476, 0.88562, 0.20805], [0.46934, 1.93551, 1.10208], [1.02939, 3.19560, 0.43913], [1.84550, 2.97813, -0.83503], [1.93400, 4.30513, -1.60199], [2.66025, 4.11609, -3.20169], [2.63793, 5.34872, -3.90981], [3.87215, 3.37964, -3.07453], [1.29398, 2.89955, -4.12123], [-2.11276, 0.23619, 1.26974], [-3.13560, -0.64496, 0.54325], [-2.75493, -2.11630, 0.50054], [-3.26156, -2.70757, -0.68001], [-2.41987, -3.74853, -1.13922], [-0.90427, 0.61855, -1.62808], [-1.15298, -0.73719, -1.92374], [-1.67065, -0.88609, -3.24635], [-1.40700, -2.29516, -3.74326], [-2.06032, 2.81608, -0.00728], [-2.09834, 3.69545, 1.19118], [-1.59853, 3.69876, -1.30488], [-3.56634, 2.33714, -0.39674], [0.82522, -2.72634, -0.89783], [1.46015, -1.74440, -2.25164], [2.54750, -2.44490, -1.07457], [2.23940, -0.82961, 0.45925], [1.69567, 0.14225, -0.86964], [0.33278, -0.78385, 1.38272], [1.29945, 1.34308, 1.47790], [-0.06516, 2.28641, 1.98766], [0.25979, 3.94422, 0.28236], [1.69903, 3.64410, 1.17682], [1.39518, 2.25248, -1.50175], [2.85898, 2.68022, -0.57704], [0.92271, 4.68038, -1.75744], [2.50629, 5.06092, -1.07033], [-2.60489, 1.07982, 1.75061], [-1.64395, -0.33788, 2.06984], [-4.07165, -0.54208, 1.09242], [-3.35560, -0.28785, -0.46008], [-3.23054, -2.62064, 1.35092], [-1.67690, -2.25013, 0.57792], [-2.85759, -4.17699, -2.03552], [-2.28550, -4.52040, -0.37898], [-1.44130, -3.34582, -1.39873], [-1.73934, 1.22141, -1.99321], [-0.01753, 0.94956, -2.17675], [-1.16525, -0.17240, -3.90301], [-2.74312, -0.68274, -3.22428], [-1.40860, -2.27939, -4.83243], [-2.16973, -2.98901, -3.40618], [-0.42588, -2.62928, -3.41694], [-1.90264, 4.60773, -1.19967], [-4.09398, 3.13513, -0.50684], [0.28877, -5.14613, -1.48688], [1.21462, -5.86231, -1.24898], [2.12764, -5.83043, -0.03716], [3.31868, -6.67445, -0.48988], [2.66346, -7.62318, -1.48800], [1.58495, -6.87164, -2.07125], [1.59513, -6.28143, 0.80158], [2.38894, -4.80550, 0.21039], [3.83429, -7.19287, 0.31544], [4.04362, -6.04214, -1.00354], [2.24260, -8.50746, -1.00492], [3.33091, -7.94142, -2.28445], [1.44659, 2.10506, 4.73961], [0.82732, 3.12323, 4.84206], [0.25394, 3.75517, 6.09675], [-0.74757, 4.76621, 5.53519], [-0.12710, 5.10700, 4.18504], [0.55135, 3.90665, 3.77614], [1.06966, 4.23489, 6.63977], [-0.20156, 2.99699, 6.72672], [-0.90532, 5.64002, 6.16341], [-1.71161, 4.28049, 5.38216], [0.61108, 5.90899, 4.25583], [-0.86054, 5.36072, 3.42394]], "lumo_ev": 0.40, "homo_energy_ev": -8.333, "smiles": "CCNP(CCCCS(=O)(=O)Cl)(CCCOC)(COCC)P(=O)(O)O.O=C1CCCO1.O=C1CCCO1", "e_tot_ha": -3250.0897, "charge": 0}

Entry 2:
{"formula": "C21H44N3O8S", "method": "ωB97M-V/def2-TZVPD", "species": ["S", "C", "N", "C", "C", "C", "C", "N", "N", "H", "H", "H", "H", "C", "O", "C", "C", "O", "C", "H", "H", "H", "H", "H", "H", "H", "H", "H", "H", "C", "O", "C", "C", "O", "C", "H", "H", "H", "H", "H", "H", "H", "H", "H", "H", "C", "O", "C", "C", "O", "C", "H", "H", "H", "H", "H", "H", "H", "H", "H", "H", "C", "O", "C", "C", "O", "C", "H", "H", "H", "H", "H", "H", "H", "H", "H", "H"], "xyz": [[-3.10593, 1.98932, 1.37544], [-1.80216, 1.28561, 0.98708], [-0.76120, 0.61141, 0.82437], [0.19937, 1.17370, 1.69916], [0.53589, 0.59026, 2.93439], [1.45431, 1.24962, 3.71836], [1.98468, 2.47598, 3.20996], [1.68417, 2.98220, 2.05404], [0.80181, 2.30044, 1.36392], [0.08391, -0.34601, 3.25421], [1.74341, 0.88002, 4.69810], [2.69174, 3.02314, 3.83307], [0.53947, 2.69141, 0.45696], [-0.31557, -5.83285, 0.38425], [-1.36798, -4.96032, 0.77092], [-1.21131, -4.45605, 2.08674], [-0.72736, -3.02165, 2.06618], [0.61084, -2.92536, 1.58793], [0.67720, -2.46430, 0.24678], [-0.42835, -6.04440, -0.67767], [0.66459, -5.37865, 0.54939], [-0.38259, -6.77399, 0.93780], [-0.53413, -5.08465, 2.67207], [-2.19636, -4.48845, 2.56325], [-0.72836, -2.63599, 3.09342], [-1.40086, -2.39827, 1.46829], [0.39517, -1.40921, 0.20232], [0.03112, -3.04798, -0.41257], [1.70601, -2.56389, -0.09905], [-0.02189, 7.89656, -1.60394], [0.19546, 6.49886, -1.45759], [0.37567, 6.10830, -0.11044], [-0.87123, 5.44516, 0.44110], [-1.93352, 6.36567, 0.58232], [-2.91168, 6.24320, -0.44060], [-0.30554, 8.08478, -2.63758], [-0.82292, 8.24906, -0.95025], [0.89859, 8.44643, -1.38749], [0.66665, 6.95919, 0.51187], [1.19963, 5.38281, -0.09483], [-0.64923, 5.05924, 1.44574], [-1.17102, 4.59796, -0.19089], [-3.47362, 5.31090, -0.31664], [-2.46001, 6.27205, -1.43456], [-3.60123, 7.07952, -0.34609], [-3.44870, -2.37370, -0.77542], [-4.39279, -1.46921, -0.21874], [-4.74538, -0.42211, -1.11413], [-6.10853, -0.65132, -1.73280], [-6.08999, -1.75487, -2.62175], [-6.68245, -2.91998, -2.06831], [-3.35258, -3.22234, -0.09927], [-3.77168, -2.73962, -1.75231], [-2.46902, -1.88894, -0.87061], [-3.98416, -0.30087, -1.89185], [-4.77735, 0.50183, -0.52554], [-6.37976, 0.23021, -2.32270], [-6.86784, -0.78542, -0.95675], [-7.76518, -2.78751, -1.98004], [-6.25982, -3.16127, -1.08985], [-6.48792, -3.74900, -2.74648], [7.68614, -1.68177, -2.21274], [7.24345, -1.18609, -0.95819], [5.90570, -0.72140, -0.99126], [4.96051, -1.71461, -0.34633], [4.84177, -2.89598, -1.12149], [5.57688, -3.98450, -0.58311], [8.65339, -2.15814, -2.06259], [6.99131, -2.41950, -2.62126], [7.80783, -0.85823, -2.92324], [5.59183, -0.49963, -2.01588], [5.87770, 0.21375, -0.42027], [3.96017, -1.26692, -0.29482], [5.28040, -1.94718, 0.67419], [5.10831, -4.33638, 0.34200], [6.61625, -3.71084, -0.38871], [5.55931, -4.79344, -1.31138]], "lumo_ev": -5.01, "homo_energy_ev": -11.074, "e_tot_ha": -1990.4409, "charge": 1}

Entry 3:
{"formula": "C21H44O17", "method": "ωB97M-V/def2-TZVPD", "species": ["C", "C", "C", "O", "C", "O", "O", "H", "H", "H", "H", "H", "H", "C", "C", "C", "O", "C", "O", "O", "H", "H", "H", "H", "H", "H", "C", "C", "C", "O", "C", "O", "O", "H", "H", "H", "H", "H", "H", "C", "C", "C", "O", "C", "O", "O", "H", "H", "H", "H", "H", "H", "C", "O", "H", "H", "H", "H", "C", "O", "H", "H", "H", "H", "C", "O", "H", "H", "H", "H", "C", "O", "H", "H", "H", "H", "C", "O", "H", "H", "H", "H"], "xyz": [[1.80648, 0.69081, 1.12961], [0.69134, 0.51356, 0.01667], [1.02207, -0.65597, -0.88769], [-0.27793, -1.29106, -0.97825], [-1.04667, -0.85849, -0.03888], [-2.20527, -1.15744, 0.13733], [-0.47063, 0.04562, 0.69087], [1.93387, -0.21253, 1.72613], [1.68085, 1.49919, 1.84993], [2.79206, 0.80905, 0.67935], [0.45440, 1.43131, -0.52159], [1.87739, -1.25727, -0.57951], [1.35419, -0.34823, -1.87920], [2.04308, -3.38904, 2.48094], [0.84922, -3.58200, 3.41938], [1.12115, -4.24660, 4.69747], [0.65434, -3.35439, 5.64750], [0.18881, -2.22671, 5.09748], [-0.37867, -1.31296, 5.72551], [0.44413, -2.24772, 3.77697], [1.87895, -2.67778, 1.67145], [2.33134, -4.35957, 2.07713], [2.91729, -2.99336, 2.99794], [-0.01088, -4.05417, 2.94464], [2.19528, -4.34398, 4.85515], [0.63523, -5.21744, 4.79472], [-3.57292, 0.28159, 3.12322], [-2.73181, 1.43623, 3.59628], [-1.26479, 1.07279, 3.74325], [-0.66281, 2.01920, 2.92163], [-1.56200, 2.88104, 2.29079], [-1.21989, 3.85153, 1.56208], [-2.78076, 2.43281, 2.60655], [-4.63342, 0.44634, 3.31370], [-3.28546, -0.66721, 3.57626], [-3.44100, 0.07243, 2.06163], [-3.08281, 1.77108, 4.57239], [-0.93710, 0.06313, 3.49565], [-1.06322, 1.28104, 4.79401], [4.68271, 2.67206, -5.59123], [3.91835, 3.36030, -4.49432], [2.42487, 3.06649, -4.46476], [2.29822, 2.33743, -3.33557], [3.36088, 2.35339, -2.59267], [3.41744, 1.95416, -1.45850], [4.34316, 2.92224, -3.24975], [5.72069, 2.99989, -5.53450], [4.22072, 2.91414, -6.54834], [4.74347, 1.59782, -5.41673], [4.03520, 4.44237, -4.55420], [2.22820, 2.49255, -5.37031], [1.82027, 3.96894, -4.37459], [-3.59613, 2.10538, -0.68709], [-3.59897, 2.20372, -2.09380], [-2.92231, 2.81372, -0.20509], [-4.58757, 2.40505, -0.34748], [-3.49269, 1.06815, -0.36841], [-4.13336, 1.47656, -2.42128], [1.29076, 4.39052, 0.04538], [0.10799, 4.58379, -0.71881], [1.41962, 3.41328, 0.51067], [2.12121, 4.52337, -0.64802], [1.41034, 5.14883, 0.81918], [-0.58710, 4.43308, -0.07404], [-5.98441, -0.75679, 0.23010], [-6.26426, -2.01195, 0.77046], [-5.11006, -0.84228, -0.41512], [-6.90406, -0.53120, -0.30977], [-5.76075, 0.04917, 0.92904], [-7.18971, -1.94787, 1.01748], [-1.17182, -2.70631, -4.00036], [-0.77234, -3.13816, -5.25225], [-1.41499, -3.51617, -3.31254], [-0.45184, -2.13310, -3.41630], [-2.07220, -2.10659, -4.13363], [-0.43088, -2.43318, -5.80724], [3.09115, -3.87150, -1.07858], [2.94702, -5.15784, -0.43130], [3.83972, -3.95329, -1.86664], [2.12240, -3.71773, -1.55396], [3.45052, -3.19010, -0.30745], [3.18715, -5.82721, -1.07619]], "lumo_ev": 0.24, "homo_energy_ev": -9.517, "smiles": "C[C@H]1COC(=O)O1.C[C@H]1COC(=O)O1.C[C@H]1COC(=O)O1.C[C@H]1COC(=O)O1.CO.CO.CO.CO.CO", "e_tot_ha": -2105.5576, "charge": 0}

Q: Number 2 is which compound?
A: C21H44N3O8S

Q: Number 3 is which compound?
A: C21H44O17